{"formula": "C17H63N27O14", "method": "ωB97M-V with the def2-TZVPD basis set", "symbols": ["H", "H", "H", "H", "H", "C", "H", "O", "H", "N", "H", "N", "C", "N", "N", "H", "H", "N", "C", "H", "H", "N", "H", "H", "H", "H", "N", "C", "H", "N", "H", "H", "H", "N", "O", "N", "H", "H", "H", "N", "C", "N", "H", "O", "H", "N", "H", "H", "C", "H", "H", "C", "H", "H", "H", "O", "H", "C", "N", "C", "H", "N", "H", "H", "H", "H", "H", "N", "H", "O", "H", "H", "N", "O", "H", "H", "H", "H", "N", "N", "H", "H", "H", "C", "H", "C", "C", "H", "O", "N", "N", "H", "H", "O", "H", "O", "H", "O", "C", "N", "O", "H", "C", "O", "N", "H", "H", "N", "O", "N", "H", "O", "C", "H", "N", "H", "H", "C", "C", "N", "H"], "xyz": [[-1.017716, 1.001615, 3.285080], [1.937196, 0.090439, -0.241236], [4.548972, 3.526258, 0.590464], [0.961518, -4.083395, 6.142638], [-3.656150, -1.707212, 0.959811], [3.060881, -2.764979, 1.444188], [-1.815792, 4.449597, -1.935815], [0.424703, -6.508178, 1.393967], [-5.047232, 1.222588, -4.191108], [-0.155121, 1.086257, 2.787360], [0.112512, 0.540871, 1.972489], [0.682062, 3.934808, -3.861795], [0.689615, 2.071945, 3.180573], [-1.078905, -1.719632, 5.494980], [3.844022, 5.027363, -1.173423], [1.821267, -4.275993, 2.044922], [4.227288, -1.738032, -1.071495], [4.386696, -1.266455, -1.963242], [0.717726, 0.508400, -2.804815], [-3.856405, -3.310839, 0.165484], [-0.223609, -2.645343, 0.172259], [-0.986765, 4.092713, -2.384500], [0.828848, 3.624773, 4.443083], [4.598403, 0.004017, 0.217896], [4.533909, 1.552248, -0.473743], [-1.554681, -4.097573, -4.443746], [-1.809217, -4.666471, -3.659040], [0.092011, 0.359084, -1.424448], [-0.457769, -4.357662, 3.406971], [-4.730446, 0.585954, -3.487642], [-1.845065, -5.620756, 0.379688], [0.431374, -5.692561, 3.808125], [4.196797, 0.819857, -4.303894], [-3.500914, 2.381445, 2.910002], [-1.715654, 4.280185, 0.551829], [-0.310440, -5.345242, 3.226008], [-4.169653, -1.511153, 3.057168], [-1.231099, -1.063926, 4.755117], [4.511991, -1.791178, -2.802166], [-1.566976, -5.403214, 1.324732], [1.047762, -0.456217, -0.547971], [0.206161, 2.885395, 4.176748], [-0.783243, 2.888225, 4.329088], [1.980310, -0.199567, -6.328731], [-2.872758, 2.862907, 0.585854], [-0.871250, 4.974541, 2.530599], [2.575650, -4.432296, 0.435058], [-2.604041, -1.970039, -2.056088], [-0.427356, -5.792244, 1.919267], [-3.112634, 1.177449, -0.026341], [1.330623, -1.346263, -1.122237], [4.658402, 0.046132, -1.836381], [-2.978433, 2.218392, -3.869583], [4.424575, 5.549256, -0.544227], [4.427885, -1.378858, -4.879331], [-3.478326, -0.055990, -1.724852], [3.275477, 1.716870, -5.531775], [-2.115687, -3.978818, -2.520178], [-3.868445, -2.691933, 0.960398], [-4.050796, -3.308585, 2.151132], [-0.161800, 5.469479, 3.036905], [3.426828, -1.409753, -4.962918], [-2.330025, -4.808150, 1.653048], [1.261506, 3.595768, -3.104196], [-4.370487, -2.915744, 4.110921], [-1.460994, -5.603511, -3.574336], [-5.313172, -0.194247, -3.236488], [-3.134182, 1.879702, 0.700313], [1.805232, -2.299473, 2.967571], [2.067258, 3.621333, -1.293976], [1.200654, 5.064659, 1.280965], [-0.111262, 1.599169, 0.145882], [0.244834, -3.401884, 6.324608], [0.418851, -0.711456, 0.702405], [-1.437909, -1.680563, 6.426758], [-3.886390, 2.182134, 3.814858], [-2.008923, 1.961350, -2.446327], [3.470578, 5.456935, -2.003476], [0.428189, 5.077672, 0.638968], [-0.016094, 1.720532, -0.860899], [0.793714, 2.331753, -0.964986], [-3.597668, 3.334731, 2.596956], [-2.095992, -2.218443, -3.633021], [-3.636779, 0.716805, -2.675071], [3.215939, -1.215596, 2.693476], [3.137927, 3.953053, -0.762496], [-3.512518, 1.432856, 1.926986], [1.619924, 1.121242, -2.740025], [-1.155219, 5.195112, -4.395762], [2.668445, -2.035875, 2.514189], [-2.311346, -2.642426, -2.750213], [0.127214, 1.133410, -3.484262], [-1.429012, -1.403175, 0.097779], [-4.141573, -4.544668, 2.230695], [0.544385, 4.918017, -0.347592], [1.814524, 2.231517, 2.693899], [3.013634, -2.197572, -5.441379], [-3.752646, 0.246371, 2.169537], [-0.553818, -1.730175, 0.674181], [3.640729, 3.231667, 0.272955], [3.957739, -2.417719, 0.653322], [0.873292, -0.407088, -3.375280], [-0.770863, 4.752959, 1.196777], [5.033507, 0.751281, -2.781509], [4.351276, 0.566593, -0.586260], [-0.939659, -1.968332, 1.664171], [-1.697104, 4.679557, 3.008791], [3.508612, 0.872809, -5.041626], [-2.193620, -4.533974, -1.428689], [-2.851298, 1.782420, -2.974756], [-0.223513, -3.374050, 7.207190], [0.395411, -2.808407, 4.134527], [-0.536535, 4.510585, -3.589162], [-0.891272, -0.094323, -1.307062], [2.450697, -3.979895, 1.320215], [3.118773, 2.532883, 0.779734], [1.088890, 4.244997, -4.728625], [2.878008, -0.238957, -5.496041], [-0.116032, -2.664781, 5.246314], [-4.103702, -2.500152, 3.240448], [-0.457221, 3.532056, -1.732085]], "atomic_forces_ev_per_a": [[-0.400, -0.302, -0.383], [0.128, 0.135, -0.599], [-0.076, -0.285, 0.442], [-0.121, -0.107, 0.273], [-0.098, 0.060, -0.515], [0.395, -0.663, -0.279], [-0.028, 0.335, -0.510], [-0.269, 0.076, 0.155], [0.194, 0.197, 0.004], [0.632, 0.820, 0.388], [-0.235, -0.509, 0.060], [0.060, 0.381, -0.609], [0.262, -0.217, -0.355], [0.935, -1.111, -0.212], [0.018, 0.049, -0.348], [-0.256, -0.511, -0.391], [-0.213, -0.445, -0.409], [0.089, 0.043, 1.649], [-0.898, 0.507, -0.846], [0.297, 0.353, -0.193], [0.347, 0.000, 0.243], [-0.903, 0.488, 1.338], [-0.333, 0.139, 0.183], [-0.261, -0.232, -0.106], [0.200, -0.281, -0.318], [0.170, -0.412, -0.345], [-0.119, 0.254, -0.190], [1.959, 1.151, 0.403], [-0.277, -0.362, -0.248], [-0.053, -0.946, 0.367], [1.135, -0.432, -0.243], [0.305, -0.324, -0.564], [0.129, 0.268, 0.244], [0.258, 1.075, 0.480], [0.381, 0.599, 0.317], [-0.205, 0.686, 0.725], [-0.095, 0.174, 0.441], [-0.426, 0.211, 0.125], [0.106, 0.205, -0.185], [-1.247, 0.750, -0.951], [-0.546, 0.114, -0.110], [0.629, -0.885, -0.049], [0.003, 0.395, 0.244], [0.058, -0.548, 0.586], [0.208, -0.689, -0.324], [0.127, 0.432, 0.014], [-0.272, -0.481, 0.191], [-0.039, -0.332, 0.264], [0.137, -0.439, -0.244], [0.044, 0.188, -0.303], [0.032, -0.390, 0.566], [-0.276, 0.033, -0.815], [0.255, 0.272, 0.052], [0.120, 0.037, -0.119], [0.111, -0.209, -0.165], [0.436, 0.204, -0.025], [0.061, 0.101, 0.216], [0.239, -0.018, 0.411], [-0.093, -0.012, 0.449], [-0.275, -1.391, 0.005], [-0.058, 0.004, 0.016], [-1.101, -0.012, -0.337], [0.689, -0.567, 1.120], [0.025, 0.197, -0.281], [-0.063, 0.020, 0.021], [0.079, 0.047, 0.035], [-0.151, 0.110, -0.170], [-0.664, -0.051, 1.191], [0.155, 0.557, 0.412], [0.774, 0.478, -0.149], [0.384, -0.028, -0.443], [-0.352, 0.307, -0.078], [0.491, -0.337, -0.516], [0.175, -0.702, 0.408], [-0.379, 0.637, -0.088], [-0.284, -0.319, -0.156], [0.084, 0.011, -0.039], [0.125, 0.288, 0.141], [-0.685, 0.264, 0.708], [-0.923, -0.048, 0.749], [0.292, -0.846, -0.252], [-0.051, 0.002, 0.072], [-0.004, -0.187, -0.166], [-0.470, 0.733, -0.251], [-0.434, 0.200, 0.233], [-1.308, -1.253, 0.463], [0.575, -0.751, -1.210], [0.391, -0.565, 0.243], [0.131, -0.086, 0.460], [0.484, -0.464, -0.601], [-0.073, 0.230, 0.255], [-0.424, -0.085, 0.215], [-0.042, 0.033, 0.041], [-0.059, 0.863, 0.109], [0.251, -0.207, 0.026], [-0.329, 0.174, 0.104], [0.462, -0.204, 0.077], [0.012, 0.137, 0.182], [-1.020, -0.158, -0.779], [0.802, 1.203, -0.156], [-0.363, 0.338, 0.335], [0.315, -0.163, 0.362], [-0.593, -0.452, -0.752], [0.033, 0.118, 0.590], [0.587, -0.063, -0.096], [0.439, 0.115, 0.225], [-0.098, 0.004, -0.033], [-0.532, -0.146, -0.623], [-0.393, 0.587, -0.294], [-0.123, -0.634, 0.300], [-0.019, -0.039, 0.091], [-0.119, 0.259, 0.578], [0.234, -0.581, -0.436], [-0.086, -0.055, -0.794], [0.381, 1.193, 0.098], [-0.341, 0.150, 0.037], [0.176, -0.137, 0.142], [0.611, 0.810, -0.455], [-0.389, 0.812, -0.031], [0.232, 0.348, -0.298], [0.097, -0.286, -0.430]], "gap_ev": 8.286, "total_energy_ha": -3217.9212, "homo_energy_ha": -0.3127, "relative_energy_kj_mol": 0.0}